295
Properties=species:S:1:pos:R:3:forces:R:3:lowdin_charge:R:1 method="wB97M-V/def2-TZVPD" e_above_lowest_kj_mol=412.7
C 4.370 -5.704 0.755 -0.66 -1.41 0.72 -0.077
C 4.320 -4.985 -0.551 0.47 -0.82 0.53 -0.447
C 3.068 -4.125 -0.694 1.53 -1.21 0.25 -0.227
O 3.126 -3.707 -1.990 -2.09 0.04 -3.01 -0.192
C 1.820 -3.267 -2.415 1.35 0.92 -0.61 -0.078
N 5.564 -4.268 -0.742 -0.12 1.34 0.50 0.062
H 5.267 -6.319 0.822 0.39 0.50 0.30 0.086
H 3.600 -6.464 0.886 -0.44 -0.04 -0.45 0.057
H 4.176 -5.081 1.628 0.62 0.39 0.07 0.076
H 4.455 -5.707 -1.356 -1.41 -0.35 -0.16 0.140
H 3.107 -3.187 -0.140 -0.27 -0.29 1.28 0.134
H 2.219 -4.789 -0.531 -0.45 0.30 0.42 0.129
H 1.912 -3.016 -3.472 0.14 0.37 0.10 0.073
H 1.607 -2.378 -1.822 -0.56 0.19 -0.08 0.076
H 0.977 -3.957 -2.395 0.33 -0.62 0.68 0.080
H 5.240 -3.409 -1.163 0.74 0.30 -0.46 0.018
H 5.828 -3.940 0.176 0.52 0.13 0.37 0.062
C 3.635 -1.171 2.771 0.27 0.79 -1.03 -0.029
C 4.996 -0.391 2.645 -1.16 1.14 -1.19 -0.408
C 4.824 1.150 2.774 -0.74 0.58 -0.16 -0.156
O 3.901 1.595 1.795 -1.36 -0.59 -0.64 -0.214
C 3.590 2.964 1.747 0.54 0.71 -0.74 -0.114
N 5.945 -0.945 3.544 0.86 -1.34 1.40 0.029
H 3.808 -2.244 2.843 0.10 0.06 0.68 0.060
H 3.048 -1.103 1.855 0.35 0.26 -0.46 0.046
H 2.917 -0.744 3.472 0.45 -0.30 0.75 0.072
H 5.353 -0.551 1.628 -0.22 0.14 -0.49 0.113
H 5.687 1.775 2.547 0.93 -0.58 0.47 0.124
H 4.409 1.471 3.729 0.30 -0.37 0.53 0.107
H 4.468 3.579 1.551 0.64 -0.01 0.27 0.086
H 3.078 3.434 2.587 -0.02 -0.59 0.37 0.061
H 2.997 3.192 0.862 -0.37 -0.57 -0.04 0.069
H 6.166 -1.860 3.178 -0.28 -0.50 0.27 0.069
H 6.882 -0.580 3.636 -0.21 1.12 -0.29 0.076
C -0.006 -5.352 -6.883 0.31 1.03 0.11 -0.044
C 0.087 -3.811 -6.646 -0.60 -0.63 1.41 -0.398
C -0.417 -3.373 -5.239 -1.04 -0.36 0.69 -0.178
O -1.772 -3.695 -4.807 0.41 -1.06 -0.81 -0.190
C -2.111 -2.977 -3.634 0.50 0.91 -0.64 -0.120
N 1.478 -3.353 -6.782 -0.81 -0.19 -0.73 0.044
H 0.742 -5.868 -6.281 0.34 0.14 0.01 0.069
H 0.214 -5.534 -7.935 -0.14 -0.25 0.06 0.072
H -0.939 -5.816 -6.564 -0.26 0.44 -0.30 0.074
H -0.543 -3.231 -7.320 0.13 -0.32 -0.55 0.126
H -0.398 -2.284 -5.218 0.62 0.24 0.16 0.093
H 0.225 -3.821 -4.480 0.36 0.24 -0.02 0.091
H -1.344 -3.015 -2.860 0.22 -0.23 0.11 0.066
H -3.059 -3.258 -3.175 0.02 -0.38 -0.49 0.086
H -2.167 -1.935 -3.948 -0.23 0.35 0.40 0.069
H 2.164 -3.889 -6.271 -0.18 0.15 0.22 0.070
H 1.553 -2.354 -6.652 0.26 -0.09 0.19 0.049
C -7.164 0.877 -0.172 -0.04 -0.22 0.26 -0.056
C -6.020 -0.149 -0.323 -0.23 -0.30 -0.55 -0.369
C -6.357 -1.432 -1.152 -0.83 1.20 -0.34 -0.194
O -7.157 -2.362 -0.466 0.27 0.16 1.63 -0.161
C -6.388 -3.117 0.482 0.01 -1.76 -1.19 -0.092
N -4.934 0.615 -1.004 -0.19 -1.32 0.62 0.049
H -6.713 1.723 0.348 -0.15 0.18 0.08 0.061
H -8.084 0.656 0.369 0.17 -0.65 0.09 0.081
H -7.469 1.231 -1.157 0.05 -0.02 -0.15 0.074
H -5.675 -0.527 0.640 0.14 0.44 0.17 0.094
H -5.497 -1.910 -1.621 0.47 0.06 0.32 0.121
H -6.995 -1.100 -1.970 -0.02 0.02 -0.28 0.127
H -6.099 -4.016 -0.062 0.93 -0.01 -0.43 0.087
H -6.934 -3.674 1.243 -0.82 1.21 0.43 0.087
H -5.490 -2.653 0.889 -0.23 0.34 -0.01 0.061
H -4.846 1.485 -0.497 0.20 0.25 -0.14 0.067
H -5.309 0.830 -1.917 0.21 0.33 -0.36 0.092
C -8.299 5.415 0.036 0.87 -1.52 0.26 -0.049
C -7.213 5.566 -1.062 0.65 -1.35 0.16 -0.435
C -6.815 4.224 -1.787 -1.25 -0.63 0.53 -0.199
O -5.787 4.225 -2.772 -1.73 0.75 -0.14 -0.183
C -4.592 4.733 -2.281 0.63 -0.75 -0.26 -0.126
N -7.727 6.536 -1.984 0.26 0.33 0.01 0.042
H -8.284 6.175 0.817 -0.02 0.25 -0.44 0.080
H -8.188 4.467 0.563 0.49 -0.15 0.25 0.064
H -9.304 5.256 -0.356 -0.06 0.65 -0.42 0.076
H -6.232 5.818 -0.659 -0.30 0.93 0.60 0.113
H -7.722 3.841 -2.255 0.00 -0.05 -0.45 0.126
H -6.550 3.456 -1.061 0.17 0.10 0.51 0.082
H -4.694 5.766 -1.947 0.43 0.02 -0.05 0.088
H -3.875 4.587 -3.089 0.12 0.55 0.02 0.091
H -4.254 4.061 -1.492 0.26 0.26 0.64 0.083
H -7.233 6.422 -2.857 -0.25 0.20 -0.43 0.072
H -8.689 6.239 -2.069 -0.21 0.44 -0.83 0.064
C 0.382 4.281 -7.418 -0.23 -0.59 0.54 -0.027
C 0.670 2.896 -8.079 1.24 0.44 -0.03 -0.477
C 1.669 2.057 -7.247 -0.02 1.25 1.96 -0.128
C 1.048 1.206 -6.133 -0.37 -0.68 -1.31 -0.168
C -0.070 0.341 -6.723 -0.10 0.72 0.23 -0.126
C -1.167 1.167 -7.475 0.75 -2.03 -1.47 -0.511
N -0.504 2.071 -8.412 2.31 -1.48 0.02 -0.131
O -1.375 2.715 -9.265 -0.39 0.69 0.45 0.017
C -1.960 0.103 -8.296 0.28 -0.61 -0.25 -0.030
C -2.095 1.803 -6.514 0.33 1.07 0.89 -0.029
C 1.455 3.253 -9.356 -0.71 -0.55 -0.86 -0.052
H 0.181 4.214 -6.349 -0.29 -0.12 0.09 0.055
H -0.453 4.780 -7.911 -0.06 0.13 0.02 0.075
H 1.242 4.948 -7.494 0.08 -0.13 -0.25 0.084
H 2.524 1.632 -7.774 -0.67 -0.61 -0.54 0.120
H 2.188 2.745 -6.580 0.38 0.81 -0.45 0.106
H 0.692 1.869 -5.345 -0.10 -0.11 0.14 0.094
H 1.854 0.580 -5.750 -0.16 -0.08 0.38 0.097
H -0.588 -0.227 -5.950 0.00 -0.08 0.07 0.089
H 0.396 -0.370 -7.406 -0.12 -0.03 -0.25 0.115
H -2.912 0.415 -8.725 0.05 0.32 0.23 0.080
H -1.398 -0.357 -9.108 0.45 0.65 -0.28 0.084
H -2.126 -0.801 -7.710 -0.42 0.22 0.67 0.072
H -2.910 2.341 -7.000 -0.28 -0.37 0.07 0.091
H -2.397 1.047 -5.789 -0.54 0.25 -0.03 0.092
H -1.508 2.559 -5.994 -0.14 0.16 0.48 0.073
H 0.917 3.956 -9.992 -0.25 -0.12 -0.06 0.079
H 1.568 2.309 -9.890 0.15 0.12 -0.33 0.089
H 2.438 3.705 -9.225 0.00 -0.17 0.64 0.085
H -1.595 3.424 -8.656 -1.14 0.93 -0.66 0.073
C -5.308 -0.519 6.887 -0.03 0.53 0.94 -0.037
C -6.162 -1.637 6.275 2.47 1.19 0.13 -0.522
C -6.594 -1.158 4.877 1.18 -1.28 -0.82 -0.120
C -5.415 -1.199 3.845 -1.04 -1.36 0.74 -0.138
C -4.872 -2.649 3.867 1.08 0.32 0.44 -0.138
C -4.302 -3.183 5.216 -2.77 -0.69 -0.44 -0.496
N -5.341 -2.897 6.270 -1.31 0.13 -2.04 -0.096
O -5.031 -3.366 7.563 0.57 0.64 -0.05 -0.008
C -4.293 -4.704 5.066 0.62 -0.69 0.31 -0.044
C -2.924 -2.689 5.455 0.94 0.39 0.66 -0.041
C -7.384 -1.808 7.104 -0.93 -1.02 0.65 -0.054
H -4.343 -0.364 6.404 -0.20 0.12 -0.29 0.064
H -5.076 -0.683 7.940 0.10 -0.61 0.06 0.080
H -5.878 0.406 6.964 0.03 0.30 -0.53 0.085
H -7.323 -1.896 4.542 -0.41 0.24 -0.23 0.118
H -7.024 -0.160 4.965 -0.14 -0.15 0.01 0.119
H -4.732 -0.384 4.081 0.40 -0.29 -0.27 0.102
H -5.790 -1.143 2.823 -0.16 0.82 0.01 0.080
H -4.049 -2.806 3.171 0.34 0.45 -0.16 0.096
H -5.593 -3.343 3.434 -0.61 0.14 0.52 0.105
H -3.859 -5.178 5.946 -0.17 0.03 0.28 0.081
H -5.276 -5.139 4.887 -0.09 0.28 0.13 0.088
H -3.642 -5.048 4.262 0.09 0.29 -0.35 0.077
H -2.794 -1.633 5.220 -0.07 0.15 0.21 0.066
H -2.678 -2.897 6.496 0.20 0.29 0.14 0.096
H -2.181 -3.229 4.867 -0.13 -0.09 -0.23 0.066
H -7.138 -1.827 8.166 -0.14 0.13 0.07 0.086
H -7.851 -2.763 6.860 -0.04 -0.24 -0.03 0.092
H -8.173 -1.081 6.915 0.33 0.35 0.04 0.093
H -5.862 -3.741 7.864 -0.03 -0.33 0.00 0.093
C -0.893 5.865 -1.876 0.60 -0.42 -0.21 -0.039
C 0.556 6.027 -2.371 -0.57 -1.09 -0.31 -0.489
C 0.603 7.305 -3.203 0.69 -0.39 -0.53 -0.143
C 2.018 7.777 -3.458 0.35 0.93 0.42 -0.174
C 2.864 7.899 -2.183 -0.08 0.34 -0.88 -0.153
C 2.820 6.674 -1.282 -0.12 -0.50 -0.64 -0.465
N 1.382 6.158 -1.175 2.12 3.49 -1.43 -0.123
O 1.317 5.103 -0.319 -0.30 -1.57 0.74 -0.018
C 3.831 5.630 -1.883 -0.87 0.21 0.39 -0.015
C 3.309 7.176 0.072 -0.24 -0.48 -0.20 -0.037
C 0.889 4.787 -3.309 0.64 0.45 0.71 -0.016
H -1.166 6.681 -1.206 -0.05 0.03 -0.04 0.091
H -0.945 4.910 -1.353 -0.41 0.00 0.04 0.059
H -1.543 5.838 -2.750 -0.19 0.02 0.14 0.082
H 0.291 7.018 -4.208 -0.82 0.09 0.07 0.118
H -0.050 8.088 -2.819 0.08 -0.03 0.18 0.124
H 1.979 8.761 -3.924 -0.03 0.11 -0.10 0.111
H 2.460 7.144 -4.228 0.34 -0.25 0.26 0.103
H 2.671 8.822 -1.635 -0.99 -0.07 0.16 0.112
H 3.896 8.133 -2.447 0.32 -0.58 -0.24 0.118
H 3.826 4.725 -1.274 0.11 -0.12 -0.07 0.067
H 3.566 5.380 -2.910 -0.14 -0.11 0.04 0.064
H 4.838 6.043 -1.930 -0.01 0.06 0.28 0.082
H 3.243 6.382 0.816 0.11 0.20 0.18 0.075
H 4.339 7.508 -0.060 0.11 -0.14 0.19 0.088
H 2.728 8.057 0.344 -0.13 -0.21 0.32 0.084
H 1.578 5.092 -4.096 -0.32 0.10 -0.37 0.059
H -0.011 4.317 -3.706 0.00 0.20 -0.20 0.068
H 1.463 4.004 -2.812 -0.23 -0.04 0.53 0.068
H 0.561 5.368 0.210 0.03 -0.41 0.58 0.106
C -1.555 -2.969 0.254 -0.91 0.27 0.60 -0.013
C -1.410 -1.465 0.512 -0.66 1.38 -2.14 -0.447
C -0.090 -1.229 1.215 1.14 0.89 1.08 -0.120
C 0.500 0.193 1.161 0.06 0.24 -0.76 -0.163
C 0.590 0.602 -0.288 -0.89 0.84 -1.08 -0.133
C -0.737 0.482 -1.112 1.12 0.42 -2.66 -0.454
N -1.463 -0.730 -0.819 1.88 -1.42 0.84 -0.098
O -2.590 -0.981 -1.628 0.84 0.01 0.81 -0.037
C -1.570 1.791 -0.988 0.60 -0.78 0.88 -0.019
C -0.266 0.413 -2.634 -0.11 0.37 0.32 -0.027
C -2.599 -0.899 1.342 0.09 -1.22 0.45 -0.007
H -2.485 -3.117 -0.296 0.06 -0.23 -0.10 0.076
H -1.667 -3.437 1.232 -0.09 -0.23 0.13 0.067
H -0.735 -3.487 -0.243 0.15 0.52 -0.16 0.078
H -0.267 -1.567 2.236 0.10 0.10 0.31 0.104
H 0.758 -1.831 0.889 -0.38 -0.57 -0.62 0.109
H 1.547 0.321 1.434 -0.01 -0.72 0.87 0.083
H -0.016 0.973 1.721 -0.50 -0.18 0.15 0.100
H 1.419 0.189 -0.861 -0.09 -1.16 0.28 0.101
H 0.946 1.630 -0.342 -0.54 0.55 0.12 0.113
H -2.554 1.714 -1.449 0.06 -0.05 0.11 0.060
H -1.610 1.886 0.097 -0.70 0.61 0.17 0.071
H -1.032 2.655 -1.376 0.05 -0.13 -0.11 0.059
H 0.475 -0.347 -2.883 -0.18 -0.53 0.44 0.060
H -1.099 0.305 -3.328 -0.20 -0.08 0.15 0.063
H 0.250 1.329 -2.922 -0.09 0.43 0.21 0.058
H -2.702 0.185 1.312 0.31 -0.05 0.06 0.085
H -2.539 -1.275 2.364 0.23 0.36 0.37 0.065
H -3.549 -1.336 1.033 -0.07 0.06 -0.55 0.054
H -3.283 -0.516 -1.154 -1.08 0.53 -0.21 0.026
C 1.216 -3.761 4.429 0.15 -0.49 1.27 -0.020
C 0.753 -5.259 4.369 -0.73 0.10 0.12 -0.450
C 0.066 -5.406 3.045 0.03 0.18 -0.90 -0.190
C -0.270 -6.815 2.732 0.02 -1.62 0.18 -0.192
C 1.050 -7.617 2.726 -0.51 0.72 -1.00 -0.125
C 1.833 -7.614 4.070 -3.92 0.48 -0.13 -0.472
N 1.959 -6.143 4.452 -0.74 -0.61 -2.34 -0.092
O 2.609 -5.934 5.654 0.29 -0.24 0.97 -0.017
C 0.909 -8.421 5.067 1.17 0.79 0.72 -0.021
C 3.106 -8.333 3.954 2.41 0.59 0.49 -0.053
C -0.337 -5.545 5.479 1.07 2.16 0.89 -0.020
H 1.636 -3.640 5.428 -0.18 0.49 0.18 0.081
H 0.397 -3.057 4.281 -0.37 -0.25 0.31 0.062
H 1.983 -3.366 3.762 0.18 -0.92 -0.47 0.061
H -0.835 -4.794 2.993 0.03 0.30 0.28 0.108
H 0.761 -5.028 2.295 -0.01 0.08 -0.38 0.119
H -0.797 -6.949 1.788 0.28 0.24 -0.33 0.115
H -0.981 -7.247 3.436 0.02 0.12 0.33 0.096
H 1.564 -7.119 1.904 0.90 0.10 0.18 0.095
H 0.862 -8.597 2.287 0.14 -0.46 0.70 0.121
H 0.898 -9.494 4.880 -0.13 0.10 -0.40 0.083
H 1.412 -8.309 6.027 -0.10 -0.08 0.34 0.080
H -0.092 -8.013 5.205 0.14 -0.20 -0.33 0.055
H 3.029 -9.402 3.755 -0.23 0.21 -0.15 0.097
H 3.806 -7.846 3.275 -0.29 -0.13 -0.77 0.080
H 3.691 -8.199 4.863 -0.27 -0.38 0.54 0.084
H -1.290 -6.043 5.299 0.66 -0.81 -0.43 0.074
H -0.717 -4.571 5.788 0.02 0.43 -0.14 0.051
H 0.196 -5.804 6.394 -0.28 -0.82 0.01 0.085
H 3.334 -5.364 5.389 0.26 0.00 0.23 0.107
C 4.870 1.034 -1.346 -0.86 1.21 -0.17 -0.022
C 5.012 0.498 -2.782 0.01 0.39 1.35 -0.481
C 5.494 1.626 -3.709 0.02 -0.68 -1.05 -0.146
C 6.987 1.936 -3.659 -0.77 -0.02 1.10 -0.166
C 7.837 0.646 -3.668 -0.94 1.01 -0.43 -0.132
C 7.402 -0.436 -2.671 0.06 -0.67 -1.59 -0.488
N 5.944 -0.645 -2.749 0.85 1.57 -3.18 -0.127
O 5.441 -1.758 -2.118 -0.01 -0.08 0.41 -0.029
C 8.229 -1.734 -3.145 -1.70 0.46 0.30 -0.012
C 7.800 -0.002 -1.311 0.51 -0.79 1.62 -0.043
C 3.661 0.072 -3.337 0.06 -1.06 -0.19 -0.037
H 4.818 0.266 -0.574 0.39 0.09 -0.08 0.076
H 5.569 1.852 -1.168 0.79 -0.58 0.42 0.074
H 3.971 1.638 -1.218 -0.72 -0.30 -0.23 0.071
H 5.208 1.373 -4.730 0.20 -0.52 -0.29 0.111
H 4.852 2.495 -3.565 0.20 0.26 0.59 0.115
H 7.236 2.627 -4.464 0.22 -0.15 -0.05 0.110
H 7.065 2.503 -2.731 0.74 0.06 0.17 0.094
H 8.872 0.893 -3.433 0.10 -0.06 -0.20 0.121
H 7.754 0.293 -4.696 0.27 -0.39 -0.02 0.118
H 7.959 -2.614 -2.561 0.40 0.13 0.52 0.071
H 9.302 -1.543 -3.184 -0.09 0.04 0.38 0.079
H 7.932 -2.044 -4.147 -0.14 0.44 -0.25 0.074
H 8.814 -0.369 -1.152 0.20 0.47 0.39 0.087
H 7.159 -0.528 -0.603 0.12 -0.11 0.27 0.080
H 7.690 1.057 -1.079 0.20 -0.02 -0.31 0.080
H 3.884 -0.488 -4.245 -0.17 -0.02 -0.32 0.089
H 3.123 -0.624 -2.694 0.01 0.11 0.25 0.063
H 2.996 0.895 -3.598 0.18 0.20 0.20 0.077
H 5.248 -2.302 -2.885 -0.32 -0.61 0.23 0.110
C 2.157 2.740 4.973 0.77 0.95 -0.86 -0.041
C 1.187 3.309 6.018 0.03 -1.17 -0.71 -0.503
C 0.000 4.031 5.368 -0.07 0.31 0.48 -0.145
C -1.020 3.170 4.622 1.15 -0.14 0.52 -0.171
C -1.470 2.064 5.580 0.51 -0.77 -0.61 -0.119
C -0.309 1.192 6.249 -1.00 1.45 -0.98 -0.446
N 0.641 2.195 6.833 -1.79 0.44 0.76 -0.106
O 1.614 1.579 7.643 0.54 -0.31 -0.44 -0.021
C -0.993 0.378 7.363 1.41 0.26 1.16 -0.037
C 0.304 0.185 5.262 -0.20 -0.60 -0.12 -0.030
C 1.925 4.341 6.886 -0.01 -1.53 0.49 -0.031
H 2.902 3.496 4.727 0.08 0.36 0.07 0.071
H 1.704 2.556 3.999 -0.29 -0.44 0.15 0.064
H 2.790 1.898 5.254 -0.54 -0.26 0.42 0.084
H -0.545 4.507 6.184 -0.07 0.04 0.26 0.115
H 0.457 4.873 4.849 -0.25 -0.07 -0.68 0.121
H -0.550 2.725 3.745 -0.08 -0.06 -0.22 0.089
H -1.869 3.770 4.297 0.00 -0.02 -0.04 0.110
H -2.074 1.375 4.990 -0.16 -0.31 0.06 0.103
H -2.147 2.479 6.326 0.29 0.00 0.33 0.113
H -1.623 -0.480 7.126 -0.12 0.39 -0.68 0.069
H -0.168 -0.062 7.924 0.08 -0.33 0.15 0.075
H -1.486 1.013 8.099 -0.28 0.19 -0.24 0.087
H -0.438 -0.600 5.113 -0.22 -0.07 -0.18 0.060
H 0.591 0.516 4.264 -0.07 0.49 0.11 0.060
H 1.155 -0.362 5.668 0.19 0.31 0.31 0.086
H 1.208 4.663 7.642 0.34 0.35 0.15 0.087
H 2.417 5.156 6.356 -0.55 0.01 -0.28 0.087
H 2.734 3.763 7.333 0.03 0.26 0.50 0.080
H 1.178 1.536 8.497 0.14 0.13 0.18 0.098